C16H17FN2OS | ωB97M-V/def2-TZVPD

```
38
Properties=species:S:1:pos:R:3:forces:R:3:lowdin_charge:R:1
O 0.7919 -1.2195 -0.3694 0.40 -0.09 -0.28 0.0586
C -0.1979 -0.8828 0.2458 -0.46 0.46 0.01 -0.5161
C -1.1742 0.1588 -0.2747 0.25 -0.16 -0.12 -0.1634
C -2.1857 -0.5377 -1.1815 -0.29 0.47 -0.24 -0.4719
S -3.2826 0.6402 -2.0416 0.03 -0.11 -0.10 0.8750
C -2.3818 0.8628 -3.6294 -0.31 -0.09 0.50 -0.4077
C -1.0291 1.4565 -3.4350 0.05 0.19 -0.11 -0.2498
C 0.1198 0.6724 -3.4221 -0.06 0.18 -0.05 -0.0527
C 1.3636 1.2301 -3.1853 0.12 -0.05 0.03 -0.0793
C 1.4850 2.5909 -2.9613 0.00 -0.08 -0.02 -0.0785
C 0.3606 3.3985 -2.9844 -0.26 0.05 0.01 -0.0073
C -0.8732 2.8230 -3.2185 0.25 -0.14 -0.02 -0.2424
F -1.9626 3.6205 -3.2453 0.03 -0.12 0.01 0.0637
N -0.5629 -1.4489 1.4178 -0.17 -0.27 0.43 0.0728
C 0.2406 -2.4587 2.0778 0.10 -0.08 -0.04 -0.1290
C 0.9353 -1.9021 3.2908 0.05 0.00 0.10 -0.1929
C 1.8459 -0.8574 3.1646 -0.03 -0.08 0.16 -0.0170
C 2.4527 -0.3529 4.3011 -0.07 -0.06 -0.11 -0.0554
C 2.1231 -0.9147 5.5267 0.16 0.17 -0.02 -0.1555
N 1.2606 -1.9065 5.6588 -0.05 -0.13 0.55 0.0570
C 0.6837 -2.3831 4.5703 -0.05 -0.03 -0.45 -0.1135
H -0.6099 0.8924 -0.8516 -0.02 -0.04 0.12 0.1018
H -1.6915 0.6680 0.5393 0.00 0.03 0.00 0.1137
H -1.6787 -1.1327 -1.9393 0.02 -0.13 0.05 0.0793
H -2.8428 -1.1858 -0.6009 0.06 -0.08 -0.06 0.0721
H -2.3274 -0.1131 -4.1111 0.04 0.10 -0.11 0.0826
H -3.0307 1.5253 -4.2012 0.02 -0.09 -0.07 0.0781
H 0.0382 -0.3903 -3.5946 -0.05 -0.12 -0.01 0.1181
H 2.2356 0.5959 -3.1673 0.09 -0.06 0.02 0.1069
H 2.4535 3.0278 -2.7728 0.09 0.04 0.01 0.1040
H 0.4247 4.4630 -2.8230 -0.01 0.11 0.01 0.1174
H -1.3600 -1.0923 1.9204 0.07 0.09 -0.13 0.1475
H 0.9793 -2.7856 1.3392 -0.17 -0.06 0.12 0.1291
H -0.3938 -3.3057 2.3560 0.12 0.03 -0.04 0.1231
H 2.0704 -0.4567 2.1861 0.03 0.05 -0.11 0.1174
H 3.1654 0.4547 4.2390 0.07 0.07 0.02 0.1013
H 2.5682 -0.5578 6.4460 0.09 0.10 0.03 0.1024
H -0.0136 -3.1965 4.7305 -0.10 -0.09 -0.10 0.1107
```
Positions in Å, forces in eV/Å.

Output
LUMO   0.02059 Eh
Spin multiplicity   1
Strongest force on any atom   0.7 eV/A
E_tot   -1302.72656 hartree
Gap between HOMO and LUMO   9.250 eV
SMILES   O=C(CCSCc1ccccc1F)NCc1cccnc1
Energy above the lowest of the compared OMol25 structures with the same formula, charge and spin   0.113 eV


C66H86BrGeNO2P3SiSn | ωB97M-V/def2-TZVPD

```
162
Properties=species:S:1:pos:R:3:forces:R:3:lowdin_charge:R:1
Sn 0.4640 0.1244 -0.3085 -0.28 0.11 0.02 0.8540
C 0.6007 -3.9797 -3.7837 -0.05 0.01 -0.03 -0.1110
C 0.3782 -2.6231 -3.1202 -0.13 -0.01 -0.01 -0.5216
C -0.6386 -1.7997 -3.9005 0.04 -0.01 0.00 -0.1197
P -0.0639 -2.5363 -1.3033 -0.12 -0.01 -0.26 1.0137
C 0.6889 -4.1325 -0.7155 0.11 0.13 0.16 -0.5350
C 2.2054 -3.9258 -0.6860 -0.03 0.00 -0.05 -0.1335
C 0.1911 -4.6615 0.6246 0.07 0.00 0.00 -0.1060
C -1.8840 -2.7951 -1.2376 -0.04 0.02 0.09 -0.3661
C -2.4198 -3.9357 -1.8402 -0.03 0.02 0.04 -0.1128
C -3.7895 -4.1081 -1.9698 0.00 0.03 -0.01 -0.0975
C -4.6377 -3.1057 -1.5203 0.06 -0.01 0.01 -0.0890
C -4.1122 -1.9877 -0.8878 0.13 0.01 0.04 -0.0985
C -2.7345 -1.8095 -0.6793 -0.16 -0.04 0.01 -0.2436
Si -2.0640 -0.3535 0.4247 0.24 -0.05 0.02 0.4188
C -3.0671 0.2880 1.9695 -0.21 -0.10 -0.10 -0.2707
C -4.3273 -0.2295 2.3194 0.12 -0.01 0.01 -0.1384
C -4.9988 0.1555 3.4675 0.09 0.07 0.02 -0.0934
C -4.4054 1.0623 4.3416 0.05 -0.02 -0.10 -0.0965
C -3.1645 1.5919 4.0216 -0.11 -0.06 -0.05 -0.1128
C -2.5033 1.2375 2.8378 0.07 0.08 0.00 -0.3604
P -0.9344 2.0280 2.2890 -0.09 0.16 0.15 1.0656
C -1.3175 3.8580 2.3637 -0.17 -0.03 0.02 -0.5389
C -2.4553 4.1256 1.3678 0.07 -0.01 -0.01 -0.1237
C -1.6301 4.5502 3.6943 0.06 -0.01 -0.04 -0.1166
C 0.3398 1.6998 3.6252 0.01 -0.06 -0.05 -0.5390
C -0.0867 1.4188 5.0639 0.00 0.10 -0.01 -0.1112
C 1.4360 2.7700 3.5713 -0.15 0.05 -0.10 -0.1536
C -3.0531 1.1953 -0.6904 -0.01 0.03 -0.06 -0.2175
C -4.4232 1.4639 -0.4679 0.09 -0.03 -0.04 -0.1205
C -5.1373 2.4637 -1.1079 0.03 -0.04 0.03 -0.0945
C -4.5005 3.2951 -2.0217 0.03 -0.01 0.02 -0.0983
C -3.1547 3.0964 -2.2547 0.04 -0.03 0.00 -0.1443
C -2.4384 2.0776 -1.6031 -0.09 -0.06 -0.01 -0.4022
P -0.6763 1.8772 -2.0398 -0.25 0.09 -0.04 0.9822
C 0.1673 3.4460 -1.4755 0.12 -0.06 -0.02 -0.5258
C -0.5028 4.8022 -1.6787 0.02 0.04 -0.02 -0.1128
C 1.6318 3.4857 -1.9541 0.00 -0.08 0.03 -0.1290
C -0.6795 1.7450 -3.9083 0.06 0.02 0.03 -0.5036
C -1.9894 1.1550 -4.4521 0.02 0.05 0.02 -0.1249
C -0.3233 3.0105 -4.6881 0.01 0.01 0.01 -0.1009
H 0.8669 -3.8058 -4.8306 0.00 -0.03 0.02 0.0809
H -0.3015 -4.5971 -3.7809 0.04 0.01 0.00 0.0636
H 1.4147 -4.5514 -3.3350 -0.02 0.01 -0.01 0.0602
H 1.3097 -2.0574 -3.1496 0.07 -0.03 0.03 0.0734
H -1.5853 -2.3331 -4.0151 0.00 0.01 0.01 0.0830
H -0.2504 -1.5511 -4.8924 0.00 0.00 0.04 0.0926
H -0.8376 -0.8681 -3.3765 -0.01 0.04 0.00 0.0307
H 0.4425 -4.8710 -1.4795 -0.01 -0.06 -0.02 0.0822
H 2.4664 -3.1785 0.0710 -0.02 -0.03 -0.01 0.0658
H 2.5923 -3.5672 -1.6435 0.02 -0.01 0.04 0.0612
H 2.7178 -4.8598 -0.4376 0.02 -0.01 0.00 0.0815
H 0.5859 -4.0725 1.4551 -0.04 -0.01 -0.03 0.0616
H 0.5311 -5.6941 0.7552 0.01 0.04 0.01 0.0816
H -0.8959 -4.6509 0.6917 0.02 -0.01 0.01 0.0561
H -1.7591 -4.7068 -2.2205 0.01 0.03 -0.01 0.0884
H -4.1863 -5.0005 -2.4396 0.01 0.02 0.00 0.0940
H -5.7092 -3.1994 -1.6567 0.00 0.00 0.03 0.0963
H -4.7996 -1.2226 -0.5425 0.04 -0.03 -0.01 0.0791
H -4.7943 -0.9750 1.6826 0.00 0.07 -0.02 0.0833
H -5.9773 -0.2566 3.6888 0.02 -0.02 0.01 0.0979
H -4.9048 1.3544 5.2582 0.01 0.00 -0.01 0.0932
H -2.7092 2.2905 4.7081 0.05 0.04 0.02 0.0809
H -0.4050 4.3055 1.9561 0.06 0.01 -0.01 0.0869
H -3.4004 3.7396 1.7592 0.02 0.01 -0.01 0.0797
H -2.2863 3.6353 0.4059 -0.01 0.06 0.13 0.0364
H -2.5695 5.2006 1.1939 0.00 -0.03 0.03 0.0812
H -2.6533 4.3410 4.0085 0.01 -0.02 0.01 0.0634
H -1.5477 5.6346 3.5646 -0.02 -0.02 0.02 0.0752
H -0.9557 4.2623 4.5022 -0.01 -0.01 -0.04 0.0476
H 0.7865 0.7751 3.2441 -0.04 0.02 0.00 0.0514
H -0.4390 2.3213 5.5717 -0.03 -0.03 -0.02 0.0625
H 0.7792 1.0476 5.6243 -0.04 0.02 0.00 0.0765
H -0.8713 0.6655 5.1194 0.00 0.00 -0.01 0.0499
H 1.1444 3.6623 4.1302 -0.02 -0.01 0.01 0.0670
H 1.6592 3.0761 2.5446 -0.08 -0.07 0.25 -0.0052
H 2.3624 2.3890 4.0117 -0.02 0.02 0.01 0.0707
H -4.9713 0.8725 0.2544 0.02 -0.04 0.01 0.0697
H -6.1928 2.5977 -0.8916 0.03 -0.01 0.00 0.0942
H -5.0422 4.0788 -2.5389 0.02 0.00 0.02 0.0940
H -2.6494 3.7395 -2.9669 0.01 -0.02 0.02 0.0863
H 0.1814 3.2551 -0.3943 -0.01 -0.02 0.01 0.0569
H -0.5325 5.0833 -2.7334 -0.01 0.00 0.03 0.0630
H 0.0882 5.5614 -1.1544 -0.02 -0.01 -0.03 0.0817
H -1.5144 4.8349 -1.2787 0.02 0.01 -0.01 0.0454
H 1.7301 4.1123 -2.8425 -0.01 -0.03 0.03 0.0678
H 2.0261 2.4986 -2.2039 -0.02 0.05 0.05 0.0452
H 2.2700 3.9200 -1.1785 -0.06 0.04 -0.05 0.0410
H 0.1319 1.0327 -4.0654 0.04 -0.04 -0.02 0.0704
H -2.7381 1.9361 -4.5985 0.02 -0.01 0.01 0.0690
H -2.4377 0.4081 -3.7967 0.01 0.00 0.00 0.0655
H -1.7939 0.6863 -5.4215 0.00 0.02 0.04 0.0802
H -1.0269 3.8254 -4.5014 0.01 -0.03 -0.02 0.0573
H -0.3657 2.7838 -5.7582 0.02 0.01 0.02 0.0800
H 0.6858 3.3542 -4.4665 -0.05 -0.01 -0.02 0.0615
O 3.3761 0.8161 -3.8988 -0.19 -0.17 0.19 -0.0195
C 2.9079 0.1446 -2.9642 0.08 0.30 -0.07 -0.7016
O 1.6865 0.0849 -2.6210 -0.07 -0.14 -0.25 -0.2728
C 3.8957 -0.6827 -2.1206 0.14 0.10 -0.06 -0.1809
C 5.1707 0.1228 -1.8660 -0.02 0.04 0.13 -0.2740
Ge 6.7131 -0.8913 -1.2735 0.00 -0.13 -0.01 1.0111
C 6.4977 -1.9623 0.3576 -0.06 0.01 0.09 -0.2482
C 7.3479 -1.7994 1.4535 -0.06 -0.10 -0.04 -0.1060
C 7.2392 -2.6169 2.5732 -0.02 -0.04 -0.06 -0.1075
C 6.2652 -3.6043 2.6220 0.04 0.02 -0.06 -0.1108
C 5.3940 -3.7648 1.5522 0.05 0.04 -0.03 -0.0891
C 5.5124 -2.9525 0.4304 0.04 0.04 0.07 -0.1112
C 7.1658 -2.1300 -2.7232 0.00 -0.09 -0.06 -0.2597
C 7.3685 -1.6106 -4.0051 -0.01 -0.06 0.04 -0.0992
C 7.6142 -2.4475 -5.0849 0.01 0.00 0.03 -0.0912
C 7.6572 -3.8242 -4.9007 -0.02 0.03 0.03 -0.1032
C 7.4621 -4.3566 -3.6343 0.00 0.04 0.02 -0.0964
C 7.2186 -3.5138 -2.5541 0.06 0.07 -0.07 -0.1031
C 8.2272 0.3035 -0.9591 0.05 0.08 0.05 -0.2728
C 8.0418 1.6845 -0.8837 0.04 -0.04 0.02 -0.0954
C 9.1054 2.5325 -0.5923 0.01 -0.03 -0.01 -0.0923
C 10.3709 2.0073 -0.3708 -0.03 -0.04 -0.01 -0.1031
C 10.5738 0.6341 -0.4515 -0.03 0.02 -0.01 -0.0967
C 9.5093 -0.2078 -0.7452 0.00 0.09 -0.05 -0.1211
H 4.1195 -1.5849 -2.7049 0.03 -0.03 0.05 0.1095
H 3.4121 -0.9892 -1.1900 0.00 0.01 0.02 0.0732
H 4.9675 0.9371 -1.1621 -0.01 -0.10 -0.09 0.0177
H 5.4593 0.5881 -2.8128 -0.01 0.04 0.00 0.0717
H 8.1111 -1.0302 1.4321 0.01 0.00 0.00 0.0905
H 7.9175 -2.4836 3.4082 0.00 0.01 0.00 0.1001
H 6.1794 -4.2418 3.4938 0.00 -0.01 0.00 0.0999
H 4.6240 -4.5252 1.5906 -0.03 -0.01 -0.01 0.0993
H 4.8305 -3.0944 -0.4023 0.01 0.00 0.03 0.0825
H 7.3232 -0.5377 -4.1659 -0.01 -0.03 -0.01 0.1042
H 7.7640 -2.0273 -6.0724 -0.01 0.00 0.02 0.0990
H 7.8343 -4.4794 -5.7448 0.01 0.00 0.01 0.0954
H 7.4945 -5.4295 -3.4852 0.00 0.01 0.00 0.0963
H 7.0692 -3.9424 -1.5695 -0.01 -0.01 -0.01 0.0875
H 7.0560 2.1052 -1.0539 0.03 0.00 0.02 0.0942
H 8.9454 3.6030 -0.5369 0.00 -0.03 0.00 0.0989
H 11.1987 2.6656 -0.1370 0.00 -0.01 -0.01 0.0953
H 11.5614 0.2209 -0.2839 -0.01 0.01 -0.01 0.0966
H 9.6779 -1.2786 -0.8115 0.01 0.02 0.01 0.1047
C -1.9860 -2.0661 4.1565 -0.01 -0.01 0.01 -0.0789
C -1.6934 -2.6899 2.7882 -0.02 0.13 0.00 -0.4588
C -2.9285 -3.4427 2.2843 0.04 0.04 -0.03 -0.0746
C -1.1160 -1.6570 1.7832 -0.12 -0.12 -0.01 -0.3035
H -2.3500 -2.8256 4.8583 0.01 0.04 -0.02 0.0727
H -2.7408 -1.2785 4.0915 0.08 -0.07 0.02 0.0527
H -1.0753 -1.6288 4.5801 -0.05 -0.01 -0.03 0.0649
H -0.9212 -3.4517 2.9730 0.01 -0.02 0.00 0.0996
H -3.7711 -2.7602 2.1612 0.04 -0.06 0.01 0.0562
H -3.2241 -4.2207 2.9982 0.01 0.04 -0.04 0.0740
H -2.7562 -3.9181 1.3156 -0.01 0.04 0.02 0.0541
H -0.4030 -2.2029 1.1490 0.05 0.03 0.04 -0.0301
H -0.4851 -0.9598 2.3687 -0.05 -0.05 -0.07 0.0236
Br 3.5358 2.2740 0.8985 0.32 -0.15 -0.11 0.7965
C 3.7583 0.7727 2.0619 0.12 0.08 0.04 -0.7164
C 4.9038 0.6999 2.8462 0.00 0.09 -0.04 -0.1050
C 5.0154 -0.3809 3.7011 0.04 0.06 0.02 -0.0774
C 4.0067 -1.3325 3.7293 -0.14 -0.06 -0.03 -0.0661
C 2.9192 -1.1584 2.8888 0.01 -0.07 0.07 -0.1268
N 2.7976 -0.1107 2.0732 0.01 -0.06 0.09 0.0177
H 5.6623 1.4670 2.7874 0.01 -0.01 -0.02 0.0997
H 5.8851 -0.4794 4.3394 -0.02 0.00 -0.04 0.1086
H 4.0634 -2.1922 4.3849 -0.01 0.03 -0.06 0.1047
H 2.0968 -1.8713 2.8600 0.05 0.07 0.03 0.1102
```
Positions in Å, forces in eV/Å.

Output
LUMO   0.07953 Eh
Charge   -1
Spin multiplicity   1
Strongest force on any atom   0.4 eV/A
E_tot   -8950.63149 hartree
Gap between HOMO and LUMO   5.245 eV
Energy above the lowest of the compared OMol25 structures with the same formula, charge and spin   0.801 eV


C2H2NO2P | ωB97M-V/def2-TZVPD

```
8
Properties=species:S:1:pos:R:3:forces:R:3:lowdin_charge:R:1
C -0.7956 -1.9528 1.3793 -0.24 1.75 -0.66 -0.4452
C 1.0381 1.3291 -1.0016 1.23 1.25 -1.71 -0.0823
N -0.3455 -2.8633 1.9017 0.60 -1.21 0.62 0.1348
O -1.3465 -0.9535 0.8136 -0.90 0.57 -0.47 -0.3065
O 0.0925 0.6319 -0.4542 0.73 -1.13 0.35 -0.4577
P -1.3489 0.6593 0.1822 -0.36 -1.21 0.85 0.9966
H 2.0131 0.8948 -1.3587 -1.44 -0.03 0.83 0.0940
H 0.6929 2.2546 -1.4624 0.38 0.02 0.18 0.0662
```
Positions in Å, forces in eV/Å.

Output
LUMO (alpha / beta)   -0.01000 / -0.04048 Eh
Spin multiplicity   1
Strongest force on any atom   2.4 eV/A
E_tot   -623.87182 hartree
Gap between HOMO and LUMO (alpha / beta)   8.162 / 7.559 eV
Energy above the lowest of the compared OMol25 structures with the same formula, charge and spin   3.712 eV


C3H9FNP | ωB97M-V/def2-TZVPD

```
15
Properties=species:S:1:pos:R:3:forces:R:3:lowdin_charge:R:1
C -1.4132 0.8491 -0.8144 -0.23 -0.94 1.20 -0.1789
C -0.4294 0.9328 1.5017 0.76 -0.92 -0.66 -0.1273
C 1.3641 -2.4618 -0.6164 -3.96 0.65 -1.65 0.0147
N -0.2461 0.9841 0.0642 0.46 0.76 -1.07 -0.5581
F 2.2189 1.2571 0.4918 -0.28 -0.02 -0.24 -0.4114
P 1.2247 1.0295 -0.7760 -0.18 -0.28 0.63 0.8629
H -1.6666 -0.2834 -0.8979 -0.37 1.97 0.37 0.1056
H -2.2362 1.5814 -0.4881 0.93 -1.49 -0.51 0.1107
H -1.0812 1.1212 -1.7920 -0.02 0.38 -0.92 0.0173
H 0.3862 0.2320 1.8668 -1.23 0.93 0.28 0.0884
H -0.3753 1.9383 1.9672 -0.03 -0.66 -0.08 0.0865
H -1.4310 0.4944 1.5507 0.22 0.02 1.03 0.0741
H 0.3456 -2.4427 -1.1989 1.71 0.24 1.59 0.0052
H 1.3076 -2.3556 0.4544 0.59 -0.21 -0.11 -0.0335
H 2.0318 -2.8763 -1.3131 1.63 -0.40 0.16 -0.0561
```
Positions in Å, forces in eV/Å.

Output
LUMO (alpha / beta)   0.01196 / 0.01435 Eh
Spin multiplicity   1
Strongest force on any atom   4.3 eV/A
E_tot   -615.55810 hartree
Gap between HOMO and LUMO (alpha / beta)   6.895 / 8.963 eV
Energy above the lowest of the compared OMol25 structures with the same formula, charge and spin   1.296 eV


Which of these has the lowest strongest force on any atom? C66H86BrGeNO2P3SiSn


E_tot of number 4 (C3H9FNP)? -615.55810 hartree


The lowest E_tot belongs to which entry? C66H86BrGeNO2P3SiSn